26
Properties=species:S:1:pos:R:3 method="wB97M-V/def2-TZVPD" homo_energy_ev=-9.5 orbital_gap_ev=9.984 smiles="CC(CCN)(CCN)[N+](=O)[O-]" lumo_ha=0.0169 relative_energy_kcal_mol=96.5
C -0.79 -0.22 1.60
C -0.93 -0.40 0.09
C 0.26 -1.38 -0.35
C 1.65 -0.99 0.29
N 2.77 -1.61 -0.26
C -0.98 0.92 -0.81
C 0.23 1.88 -1.00
N 0.52 2.66 0.26
N -2.40 -0.73 -0.25
O -3.28 -0.30 0.51
O -2.63 -1.52 -1.09
H 0.28 -0.17 1.93
H -1.18 -1.05 2.19
H -1.29 0.65 1.96
H -0.11 -2.38 -0.04
H 0.22 -1.37 -1.48
H 1.39 -1.32 1.31
H 1.78 0.12 0.23
H 3.09 -1.32 -1.15
H 2.78 -2.61 -0.19
H -1.83 1.56 -0.54
H -1.28 0.63 -1.80
H 0.03 2.70 -1.67
H 1.16 1.35 -1.31
H -0.45 2.81 0.70
H 1.01 2.09 0.86



27
Properties=species:S:1:pos:R:3 method="wB97M-V/def2-TZVPD" homo_energy_ev=-5.8 orbital_gap_ev=3.909 lumo_ha=-0.0711 relative_energy_kcal_mol=134.7
C -0.63 -3.91 1.04
N -1.00 -2.52 1.29
C 0.10 -1.72 1.83
N -0.22 -0.28 1.62
C 0.36 -2.00 3.38
O 1.49 -1.89 3.87
O -0.67 -2.37 4.05
H 0.07 -4.01 0.17
H -1.58 -4.44 0.73
H -0.27 -4.47 1.95
H -1.85 -2.43 1.85
H 1.06 -1.95 1.29
H -1.24 -0.18 1.67
H 0.10 0.00 0.70
C 1.28 1.84 -3.19
C 0.63 1.45 -1.90
O 0.70 0.39 -1.39
N -0.28 2.36 -1.15
C -0.27 3.81 -1.42
H 2.08 1.14 -3.40
H 0.54 1.81 -3.99
H 1.71 2.84 -3.12
H -1.21 1.94 -1.29
H -0.09 2.10 -0.17
H -1.00 4.27 -0.76
H -0.55 3.99 -2.45
H 0.72 4.20 -1.20



25
Properties=species:S:1:pos:R:3 method="wB97M-V/def2-TZVPD" charge=+2 homo_energy_ev="-14.0 / -18.1" orbital_gap_ev="6.159 / 6.576" multiplicity=3 lumo_ha="-0.2885 / -0.4240" relative_energy_kcal_mol=8.7
C 3.51 0.58 -0.48
C 3.19 0.32 0.94
C 2.13 -1.15 -0.31
C -3.76 0.53 1.17
C -3.19 -1.48 -1.01
C -0.82 0.76 -0.34
N 2.83 -0.43 -1.20
N 2.61 1.42 0.31
N 2.31 -0.78 0.98
Si -2.46 -0.05 -0.09
H 4.48 1.06 -0.93
H 3.86 0.32 1.81
H 1.20 -1.80 -0.61
H -3.63 1.57 1.41
H -4.75 0.56 0.58
H -4.01 0.11 2.13
H -3.66 -1.43 -2.04
H -2.37 -2.12 -1.17
H -3.96 -1.91 -0.31
H -0.16 0.87 0.47
H -0.22 0.61 -1.18
H -1.20 1.87 -0.39
H 2.60 -0.26 -2.21
H 3.09 2.19 0.64
H 2.38 -1.36 1.81